(1)
{"formula": "C5H12O2", "method": "the ωB97M-V functional and the def2-TZVPD basis", "orbital_gap_ev": 10.62, "max_force_ev_per_a": 0.4, "e_above_lowest_kj_mol": 68.36, "e_homo_ha": -0.3614, "smiles": "CC[C@@H](O)CCO", "total_energy_ha": -348.1788, "species": ["C", "C", "C", "O", "C", "C", "O", "H", "H", "H", "H", "H", "H", "H", "H", "H", "H", "H", "H"], "positions_angstrom": [[-1.518, 0.083, -2.231], [-0.501, -0.733, -1.436], [-0.035, 0.085, -0.239], [-1.198, 0.461, 0.477], [0.993, -0.604, 0.660], [1.439, 0.331, 1.776], [0.366, 0.466, 2.713], [-1.931, -0.471, -3.078], [-2.335, 0.382, -1.569], [-1.051, 1.000, -2.613], [0.358, -1.007, -2.063], [-0.957, -1.663, -1.072], [0.462, 0.993, -0.638], [-0.974, 0.481, 1.420], [1.871, -0.885, 0.065], [0.581, -1.525, 1.092], [1.685, 1.308, 1.335], [2.334, -0.044, 2.289], [0.411, 1.342, 3.112]], "mulliken_charge": [-1.151, -0.472, 0.150, -0.537, -0.706, -0.439, -0.587, 0.377, 0.279, 0.273, 0.281, 0.311, 0.147, 0.403, 0.351, 0.350, 0.327, 0.322, 0.320]}



(2)
{"formula": "C5H12O2", "method": "the ωB97M-V functional and the def2-TZVPD basis", "orbital_gap_ev": [7.98, 8.16], "max_force_ev_per_a": 0.9, "e_above_lowest_kj_mol": 419.83, "e_homo_ha": [-0.2709, -0.2784], "total_energy_ha": -348.0449, "species": ["C", "O", "C", "C", "C", "C", "O", "H", "H", "H", "H", "H", "H", "H", "H", "H", "H", "H", "H"], "positions_angstrom": [[1.565, -0.532, 1.826], [0.437, -0.094, 1.342], [0.188, 0.388, 0.164], [0.751, -2.481, -0.954], [-1.230, 0.640, -0.221], [-1.458, 2.112, -0.575], [-1.216, 2.952, 0.530], [2.467, -0.426, 1.232], [0.997, -2.240, 0.087], [1.544, -0.780, 2.875], [1.019, 0.444, -0.537], [0.767, -3.565, -1.080], [1.488, -2.026, -1.621], [-0.244, -2.103, -1.205], [-1.876, 0.367, 0.621], [-1.521, 0.010, -1.077], [-0.818, 2.382, -1.432], [-2.497, 2.279, -0.875], [-0.365, 2.674, 0.900]], "mulliken_charge": [-0.557, -0.239, -0.621, -0.823, -0.035, -0.578, -0.511, 0.353, 0.147, 0.250, 0.433, 0.352, 0.232, 0.154, 0.248, 0.228, 0.267, 0.352, 0.346]}



(3)
{"formula": "C5H12O2", "method": "the ωB97M-V functional and the def2-TZVPD basis", "orbital_gap_ev": 10.48, "max_force_ev_per_a": 1.8, "e_above_lowest_kj_mol": 210.51, "e_homo_ha": -0.3553, "smiles": "CC[C@@H](O)[C@@H](C)O", "total_energy_ha": -348.1246, "species": ["C", "C", "C", "O", "C", "C", "O", "H", "H", "H", "H", "H", "H", "H", "H", "H", "H", "H", "H"], "positions_angstrom": [[1.970, -0.294, 1.451], [0.937, 0.967, 0.965], [0.327, 0.440, -0.339], [0.802, -0.888, -0.513], [-1.198, 0.305, -0.412], [-1.584, -0.210, -1.795], [-1.511, -0.657, 0.599], [2.023, -1.368, 1.113], [2.967, 0.044, 1.179], [1.798, -0.392, 2.509], [0.155, 1.274, 1.699], [1.488, 1.925, 0.794], [0.693, 0.994, -1.209], [0.273, -1.386, 0.138], [-1.721, 1.246, -0.187], [-0.977, -1.087, -2.039], [-2.643, -0.485, -1.840], [-1.397, 0.557, -2.554], [-2.405, -0.983, 0.444]], "mulliken_charge": [-1.058, -0.768, -0.046, -0.644, 0.138, -1.303, -0.591, 0.328, 0.323, 0.333, 0.304, 0.332, 0.541, 0.390, 0.336, 0.320, 0.401, 0.341, 0.324]}



(4)
{"formula": "C5H12O2", "method": "the ωB97M-V functional and the def2-TZVPD basis", "orbital_gap_ev": 10.47, "max_force_ev_per_a": 0.6, "e_above_lowest_kj_mol": 195.25, "e_homo_ha": -0.3612, "smiles": "C=CCC.C=O.O", "total_energy_ha": -348.1304, "species": ["C", "C", "C", "C", "H", "H", "H", "H", "H", "H", "H", "H", "C", "O", "H", "H", "O", "H", "H"], "positions_angstrom": [[-0.698, -1.278, -1.171], [-1.110, -0.096, -0.719], [-1.697, 0.157, 0.642], [-1.194, 1.435, 1.317], [-0.366, -1.415, -2.198], [-0.695, -2.165, -0.539], [-1.081, 0.767, -1.388], [-2.786, 0.225, 0.515], [-1.517, -0.715, 1.284], [-1.774, 1.640, 2.223], [-0.135, 1.354, 1.579], [-1.309, 2.299, 0.650], [2.104, -0.457, -1.587], [2.797, -1.114, -0.844], [1.665, 0.506, -1.280], [1.884, -0.797, -2.616], [1.955, 0.277, 1.458], [1.471, -0.437, 1.889], [2.484, -0.185, 0.785]], "mulliken_charge": [-0.980, 0.010, -0.325, -1.056, 0.388, 0.250, 0.325, 0.294, 0.269, 0.334, 0.214, 0.298, -0.075, -0.508, 0.215, 0.331, -0.631, 0.303, 0.343]}



(5)
{"formula": "C5H12O2", "method": "the ωB97M-V functional and the def2-TZVPD basis", "orbital_gap_ev": [9.71, 3.55], "multiplicity": 2, "max_force_ev_per_a": 4.7, "e_above_lowest_kj_mol": 241.54, "total_charge": 1, "e_homo_ha": [-0.5023, -0.5012], "s2": 0.754, "total_energy_ha": -347.7418, "species": ["C", "O", "C", "C", "C", "C", "O", "H", "H", "H", "H", "H", "H", "H", "H", "H", "H", "H", "H"], "positions_angstrom": [[-0.838, -1.662, 1.821], [-2.130, -1.164, 2.047], [-0.170, -1.336, 0.539], [-0.146, 0.095, 0.089], [0.808, 0.362, -1.189], [1.230, 1.818, -1.448], [0.112, 2.712, -1.730], [-0.846, -2.626, 2.274], [-0.279, -1.158, 2.631], [-2.779, -1.121, 1.225], [0.892, -1.798, 0.743], [-0.681, -2.053, -0.329], [-1.132, 0.411, -0.182], [0.367, 0.742, 0.738], [0.309, 0.174, -2.158], [1.644, -0.351, -1.069], [1.899, 2.135, -0.708], [1.908, 1.713, -2.377], [-0.168, 3.108, -0.916]], "mulliken_charge": [-0.421, -0.205, -0.381, -0.456, -0.576, -0.729, -0.484, 0.412, 0.363, 0.459, 0.334, 0.268, 0.278, 0.363, 0.307, 0.408, 0.435, 0.319, 0.306]}



(6)
{"formula": "C5H12O3", "method": "the ωB97M-V functional and the def2-TZVPD basis", "orbital_gap_ev": 9.34, "max_force_ev_per_a": 4.8, "e_above_lowest_kj_mol": 328.61, "e_homo_ha": -0.3140, "smiles": "C=C(O)/C=C/C.O.O", "total_energy_ha": -423.3287, "species": ["C", "C", "O", "C", "C", "C", "H", "H", "H", "H", "H", "H", "H", "H", "O", "H", "H", "O", "H", "H"], "positions_angstrom": [[-0.004, -0.901, -1.195], [-0.846, 0.040, -1.638], [-1.435, -0.225, -2.930], [-1.136, 1.361, -1.157], [-1.273, 2.423, -2.015], [-1.414, 3.877, -1.664], [0.261, -1.816, -1.772], [0.396, -0.660, -0.170], [-1.683, -1.122, -3.195], [-1.385, 1.403, -0.181], [-1.078, 2.287, -3.085], [-0.789, 4.665, -2.197], [-2.472, 4.254, -1.804], [-1.308, 3.843, -0.566], [0.260, -1.244, 6.489], [-0.226, -2.134, 6.225], [-0.362, -0.560, 6.502], [4.652, -5.445, 1.218], [5.489, -5.067, 1.070], [4.352, -4.978, 2.063]], "mulliken_charge": [-0.785, 0.403, -0.553, -0.453, 0.092, -0.997, 0.268, 0.220, 0.306, 0.396, 0.287, 0.288, 0.258, 0.270, -0.648, 0.336, 0.312, -0.641, 0.311, 0.329]}



(7)
{"formula": "C5H12O3", "method": "the ωB97M-V functional and the def2-TZVPD basis", "orbital_gap_ev": 9.24, "max_force_ev_per_a": 3.4, "e_above_lowest_kj_mol": 491.81, "e_homo_ha": -0.3143, "total_energy_ha": -423.2665, "species": ["O", "C", "C", "O", "C", "H", "H", "H", "H", "H", "H", "H", "H", "C", "O", "C", "H", "H", "H", "H"], "positions_angstrom": [[1.089, -0.139, -2.203], [0.192, 0.918, -2.355], [-0.899, 0.976, -1.301], [-0.310, 1.190, -0.025], [-1.235, 1.186, 1.040], [-0.310, 0.825, -3.334], [0.714, 1.896, -2.354], [-1.455, 0.021, -1.284], [-1.597, 1.802, -1.528], [-0.656, 1.275, 1.968], [-1.955, 2.012, 0.928], [-1.772, 0.224, 1.086], [1.413, -0.172, -1.183], [0.537, -2.442, 1.477], [1.456, -1.440, 1.931], [1.695, -0.423, 1.171], [1.046, -3.408, 1.536], [-0.330, -2.432, 2.150], [0.220, -2.212, 0.452], [2.158, 0.341, 1.830]], "mulliken_charge": [-0.547, -0.461, -0.436, -0.227, -0.769, 0.344, 0.262, 0.296, 0.327, 0.231, 0.334, 0.308, 0.392, -0.480, -0.267, -0.240, 0.271, 0.229, 0.257, 0.176]}